90
Properties=species:S:1:pos:R:3:forces:R:3 method="wB97M-V/def2-TZVPD" fmax_ev_per_a=0.5 e_lumo_ha=0.0687 gap_ev=4.5 e_above_lowest_kcal_mol=8.8 charge=-1
Hf 0.30840 0.11182 -0.44215 -0.3538 0.2786 -0.2077
O 3.06208 -2.99140 0.34040 0.0041 0.1886 0.1423
C 2.52306 -1.92387 0.53677 0.1326 -0.0708 -0.0579
O 1.76928 -1.31772 -0.34699 -0.0202 -0.2603 0.0756
C 2.57395 -1.24584 1.91199 0.1073 -0.2375 0.0461
C 1.16137 -1.33448 2.50156 -0.1620 -0.1405 -0.0227
C 1.16022 -1.08725 4.00727 -0.0179 -0.0545 -0.0386
C 1.40807 0.43573 4.07056 0.0442 0.0783 -0.0212
C 1.50733 0.79667 2.59127 -0.1216 0.1450 -0.0128
O 0.54582 -0.12333 1.98688 -0.0122 0.0253 -0.0847
C 2.81226 0.29634 1.97096 0.2646 0.1151 -0.0731
C 3.01776 0.89482 0.57704 0.1479 -0.0561 0.0335
O 4.09937 0.89930 0.03539 -0.0376 0.0488 0.2133
O 1.90803 1.34435 0.05388 0.1545 0.0458 -0.2054
H 3.29428 -1.79347 2.51741 -0.0196 0.0039 -0.0391
H 0.58504 -2.18796 2.16895 0.0449 0.0153 0.0317
H 1.92765 -1.67612 4.50742 0.0143 -0.0004 -0.0018
H 0.19306 -1.35207 4.43422 0.0078 -0.0056 -0.0129
H 2.31948 0.70376 4.60355 0.0100 -0.0018 0.0043
H 0.57422 0.95815 4.53753 0.0018 0.0046 -0.0128
H 1.23136 1.81408 2.32469 0.0339 -0.0263 0.0333
H 3.68546 0.52608 2.58144 -0.0121 0.0012 -0.0356
C -3.64126 2.59737 -0.71403 -0.0308 -0.1162 0.0905
Si -3.08127 1.32184 0.54457 0.1849 0.0647 0.0550
C -3.56809 1.76753 2.30154 -0.0449 -0.0736 -0.1620
C -3.92523 -0.30995 0.15174 0.0011 0.2008 0.0439
C -5.31703 -0.12267 0.11810 -0.0411 0.0355 0.0084
C -6.19186 -1.16296 -0.12632 -0.0506 -0.0054 -0.0013
C -5.67994 -2.43492 -0.34060 -0.0489 -0.0260 -0.0050
C -4.31241 -2.62952 -0.30658 0.0439 -0.0443 -0.0292
C -3.40512 -1.58804 -0.06511 0.1289 -0.2072 -0.0819
Si -1.53461 -2.01787 -0.06429 -0.0726 -0.2056 0.1629
C -1.44091 -3.17106 1.47402 -0.1385 0.0226 -0.1625
C -1.38488 -3.32131 -1.46923 -0.0420 0.0303 0.1834
H -4.08158 3.46463 -0.22101 -0.0087 0.0403 0.0231
H -4.38252 2.16510 -1.38738 -0.0345 0.0006 0.0012
H -2.80470 2.96846 -1.30623 0.0373 -0.0362 -0.0136
H -4.60488 1.47523 2.47674 -0.0328 -0.0073 0.0030
H -3.47048 2.83245 2.50051 -0.0132 0.0302 -0.0032
H -2.94786 1.21963 3.01360 0.0377 -0.0254 -0.0009
H -5.73571 0.86648 0.28005 -0.0049 0.0473 0.0145
H -7.25991 -0.98526 -0.15145 -0.0065 0.0058 0.0011
H -6.34597 -3.26774 -0.53345 -0.0020 -0.0048 -0.0032
H -3.93134 -3.62940 -0.48056 0.0285 -0.0319 0.0001
H -2.24265 -3.91169 1.39378 -0.0206 -0.0007 0.0186
H -1.57385 -2.64680 2.42226 0.0104 0.0525 0.0303
H -0.49991 -3.72424 1.50733 0.0349 -0.0367 -0.0187
H -1.79313 -4.28317 -1.14766 -0.0250 -0.0282 -0.0134
H -0.33879 -3.48197 -1.73560 0.0324 0.0219 0.0344
H -1.92957 -3.01753 -2.36482 -0.0158 0.0361 -0.0663
Br 6.16988 4.69551 -3.93421 0.0267 -0.0140 -0.0102
C 4.65510 5.38606 -3.00734 -0.0422 -0.1091 0.1078
C 4.07219 4.65068 -1.99161 0.1841 -0.0258 -0.1490
C 2.94855 5.14231 -1.34586 -0.1977 -0.0513 0.1077
C 2.40273 6.39091 -1.68320 -0.2298 0.1127 -0.0049
C 3.04506 7.11925 -2.70507 -0.0402 0.0297 0.0559
C 4.14585 6.62738 -3.36957 0.0318 0.0154 -0.0402
N 1.35277 7.04586 -1.06111 0.0566 0.0674 0.0198
N 0.50035 6.48620 -0.25798 0.2118 0.2445 -0.0779
C 0.06786 5.21875 -0.23758 -0.0727 -0.2190 0.0796
C -0.61546 4.89438 0.98627 -0.0430 -0.1097 0.0620
C -1.03271 3.64080 1.29728 0.1671 0.2451 -0.0961
C -0.82848 2.63247 0.31025 -0.1294 -0.1401 0.1535
O -1.34624 1.30679 0.51738 -0.2120 -0.1338 -0.1266
C -0.29285 2.86326 -0.91605 -0.0725 0.0954 -0.1708
N -0.16042 1.76868 -1.78726 0.0372 0.1118 0.0444
C 0.30960 2.05369 -3.06494 0.2160 0.2761 -0.2050
C 0.55354 3.30402 -3.50230 -0.0221 -0.2982 0.0909
C 0.45013 4.41731 -2.60177 -0.0206 -0.0162 0.1190
C 0.10230 4.20915 -1.29360 0.1782 -0.0343 0.0081
H 4.46327 3.67911 -1.71811 0.0228 -0.0072 0.0064
H 2.50650 4.55040 -0.55566 0.0080 0.0194 -0.0315
H 2.64906 8.09728 -2.94894 -0.0283 -0.0046 0.0046
H 4.61715 7.20144 -4.15688 -0.0044 -0.0089 -0.0016
H -0.70570 5.70670 1.69558 -0.0115 0.0069 0.0176
H -1.44602 3.39562 2.26318 -0.0013 -0.0009 0.0145
H 0.53275 1.19590 -3.68484 0.0143 0.0832 -0.0220
H 0.95016 3.45161 -4.49716 -0.0472 -0.0132 -0.0412
H 0.67660 5.40458 -2.96198 0.0354 0.0646 -0.0011
C 0.60560 -2.70038 -4.44376 0.0837 -0.1037 0.0015
N -0.46060 -1.71912 -4.41858 0.0079 0.1241 0.1074
C -0.65096 -0.88663 -3.37896 -0.1800 -0.0069 0.0006
N -1.75592 -0.10156 -3.37569 0.0693 -0.2765 -0.1386
O 0.17176 -0.86989 -2.43743 -0.0288 0.2054 0.0997
H 1.21310 -2.57882 -5.34051 -0.0055 -0.0047 0.0126
H 0.19950 -3.71226 -4.40952 0.0134 0.0127 -0.0004
H 1.23151 -2.54572 -3.56820 -0.0092 -0.0031 -0.0356
H -1.14879 -1.72818 -5.14872 -0.0357 -0.0149 -0.0282
H -2.27175 0.01336 -4.23188 -0.0002 -0.0458 -0.0006
H -1.65514 0.73276 -2.80797 -0.0477 0.0916 0.2054

***

97
Properties=species:S:1:pos:R:3:forces:R:3 method="wB97M-V/def2-TZVPD" fmax_ev_per_a=1.3 e_lumo_ha=-0.0164 gap_ev=8.3 e_above_lowest_kcal_mol=1.9 charge=0
C -0.03682 -2.98744 5.08232 -0.0387 -0.1379 -0.1939
H -0.97259 -2.91795 5.63046 -0.0652 0.0323 0.1242
C -0.28005 -3.30540 3.61170 0.0393 0.2374 -0.0117
H -0.83038 -4.24511 3.52771 0.0352 -0.0765 -0.0740
C -1.04758 -2.20571 2.87427 -0.1457 -0.3484 0.1071
C -2.52270 -2.13573 3.26923 0.1077 0.2943 -0.0937
C -3.24207 -0.91650 2.69210 0.0019 -0.2099 -0.0686
H -4.26676 -0.89535 3.06723 -0.0529 0.0545 -0.0102
H -2.74265 -0.00441 3.02126 -0.0593 0.0079 0.0179
C -3.26528 -0.93467 1.16257 0.2479 0.1541 0.4142
N -4.04739 0.15046 0.58221 0.1358 -0.1644 -0.0297
C -3.52436 1.39286 0.67353 -0.5138 0.0081 -0.1855
O -2.44731 1.57414 1.22265 0.2899 0.1265 0.2234
C -4.31850 2.55101 0.08421 0.2096 0.1948 0.0962
C -3.47435 3.82414 -0.00280 0.0346 -0.1400 -0.1441
H -4.13620 4.68617 -0.10045 -0.0068 0.0178 0.0170
H -2.89753 3.92545 0.91829 -0.0473 0.1182 -0.0045
C -2.52381 3.81404 -1.20729 -0.4321 0.2338 0.0772
N -1.41160 2.89800 -1.02188 0.0455 -0.0539 -0.3133
C -0.26340 3.25619 -0.34187 0.6313 -0.1182 0.2789
C 0.61608 2.31745 0.08605 -0.3771 -0.2702 -0.1517
C 1.84964 2.61589 0.81926 0.0730 0.5444 0.0416
O 2.44427 3.67145 0.85008 0.1659 -0.1144 0.0317
O 2.27054 1.52658 1.48920 -0.3426 0.0252 0.1369
C 3.52045 1.60784 2.17858 0.4113 0.2202 0.1742
C 4.62019 0.99275 1.35318 -0.1754 -0.0023 0.0945
C 5.13565 -0.25643 1.66961 0.0159 0.1415 0.0197
C 6.14797 -0.81080 0.90475 0.1187 -0.0761 0.0258
C 6.64385 -0.12536 -0.19156 0.0756 -0.0478 0.0191
C 6.11936 1.11263 -0.52416 0.0307 0.0669 -0.0063
C 5.11385 1.67060 0.24473 0.0702 0.0423 0.0214
H 4.71184 2.64135 -0.00544 -0.0556 0.1175 -0.0214
H 6.50132 1.64691 -1.38106 0.0360 0.0556 -0.0899
H 7.43199 -0.55713 -0.78980 0.0579 -0.0567 -0.0553
H 6.54594 -1.78149 1.16036 0.0376 -0.0845 0.0120
H 4.75092 -0.79298 2.52478 -0.0659 -0.0653 0.1085
H 3.73853 2.66160 2.38546 -0.0667 -0.2522 0.0465
H 3.38070 1.06214 3.11441 0.0088 0.0727 -0.1119
C 0.30976 0.84565 -0.08545 -0.0647 0.0947 0.3320
N -0.67825 0.70060 -1.13560 0.1759 -0.1686 0.0480
C -1.62745 1.60104 -1.44080 0.4641 -0.1911 -0.1653
O -2.59517 1.29279 -2.12526 -0.4504 0.0460 -0.2129
H -0.86129 -0.24000 -1.45685 -0.0958 0.1402 -0.0487
C 1.52233 0.04148 -0.49553 0.0682 -0.2828 -0.2351
C 1.83683 -1.14902 0.15074 -0.0567 0.1858 -0.2092
C 2.92896 -1.89243 -0.24708 0.2332 -0.1437 -0.2067
C 3.70369 -1.44379 -1.30948 -1.0426 0.6785 0.3678
C 3.39549 -0.26257 -1.97320 0.1994 -0.2514 -0.0381
C 2.30172 0.47198 -1.56492 -0.1345 -0.1660 0.1635
H 2.05080 1.39500 -2.06544 -0.0186 0.1068 -0.0823
H 4.01871 0.05952 -2.79279 0.0229 0.0190 -0.0217
N 4.84733 -2.21074 -1.72332 0.3225 -0.3027 -0.2098
O 5.10993 -3.21552 -1.09655 0.1455 -0.2714 0.1449
O 5.48193 -1.81049 -2.67606 0.2135 0.0616 -0.2300
H 3.19685 -2.81339 0.24765 0.0084 -0.0257 0.0288
H 1.23348 -1.48003 0.98200 -0.1019 -0.0413 0.1419
H -0.08724 0.44812 0.86395 0.0980 -0.0064 -0.1615
C -0.05134 4.71957 -0.12598 0.1240 0.0428 0.0941
H -0.84807 5.13665 0.48590 -0.1388 0.0594 -0.0058
H -0.03231 5.24288 -1.08104 -0.0558 0.0541 -0.0611
H 0.89799 4.88396 0.37049 -0.1168 0.0251 -0.0505
H -2.14496 4.81666 -1.39780 0.0169 -0.1105 -0.0145
H -3.06398 3.47478 -2.09529 0.1284 0.1700 0.1053
H -5.18417 2.72306 0.72883 -0.0687 -0.0457 -0.0400
H -4.67251 2.29559 -0.91450 -0.0987 -0.0229 0.0627
C -5.31099 -0.21493 -0.03004 -0.4881 -0.1122 0.1251
C -6.35855 -0.60306 1.01236 0.1012 0.0598 -0.2922
H -6.06395 -1.51309 1.52694 -0.0034 -0.0901 0.0698
H -6.48649 0.19765 1.73696 0.0130 0.0899 0.0497
H -7.30550 -0.79366 0.51579 -0.0929 -0.0676 0.0244
H -5.68747 0.63050 -0.60962 0.0934 -0.0647 0.0672
C -5.09783 -1.37450 -1.03225 0.1790 0.5996 0.0291
O -5.76260 -2.39005 -1.00135 -0.2605 -0.3426 0.0791
N -4.12819 -1.13952 -1.92942 0.1891 0.0779 -0.2732
H -3.62211 -0.25862 -1.93606 -0.0512 0.0061 0.1106
C -3.80081 -2.11165 -2.95281 -0.1359 -0.4301 0.1057
C -2.89691 -3.23375 -2.43077 0.0575 0.4458 -0.0406
C -1.54852 -2.71826 -1.93423 -0.0935 -0.3465 -0.0282
C -0.64126 -3.84379 -1.45266 -0.0315 0.2555 -0.0433
H -0.44771 -4.54828 -2.25789 0.0516 -0.1181 -0.0615
H 0.31221 -3.44738 -1.10793 0.1100 -0.0519 0.0488
H -1.10821 -4.38420 -0.63239 -0.0275 -0.1036 0.1102
H -1.05196 -2.17414 -2.74318 0.0214 0.1246 -0.0119
H -1.72604 -2.02868 -1.10554 -0.0072 0.1021 0.0094
H -2.74007 -3.95255 -3.23677 0.0022 -0.0973 -0.0186
H -3.41618 -3.74604 -1.61938 -0.0363 -0.0865 0.0056
H -3.31606 -1.58215 -3.77465 -0.0330 -0.0004 -0.0054
H -4.73566 -2.55569 -3.30788 0.1062 0.1076 -0.0857
H -3.67890 -1.87945 0.80815 0.0428 -0.0462 -0.0325
H -2.23990 -0.83088 0.79749 -0.0679 -0.1305 -0.0498
H -3.02736 -3.04707 2.93834 -0.0281 -0.1027 0.0562
H -2.60248 -2.08936 4.35609 -0.0435 -0.0865 0.0472
H -0.97665 -2.40114 1.80165 0.0492 0.1015 -0.0936
H -0.57684 -1.24013 3.07644 0.0703 0.1168 -0.0748
H 0.68691 -3.44688 3.12184 -0.0074 -0.0958 -0.0309
H 0.56500 -3.76817 5.54164 0.0448 -0.0277 0.1238
H 0.49176 -2.04196 5.18437 0.0639 0.1126 0.0622

***

8
Properties=species:S:1:pos:R:3:forces:R:3 method="wB97M-V/def2-TZVPD" fmax_ev_per_a=2.9 e_lumo_ha=-0.0260 gap_ev=10.4 smiles="N#C[SiH2][N+](=O)[O-]" e_above_lowest_kcal_mol=21.6 charge=0
C -0.14571 -2.21873 0.00665 -0.1999 0.7326 0.5809
N 0.05250 -3.33217 -0.14168 0.1686 -1.1495 -0.1126
N -2.07106 0.08099 0.01157 0.5830 -0.2586 2.8732
O -2.52355 0.14561 -1.07968 -1.9014 0.3499 -2.1940
O -2.62688 0.35463 1.08696 0.1789 -0.2303 -1.2563
Si -0.30392 -0.40138 0.03607 -1.0058 -0.5247 0.9941
H 0.00975 -0.17022 -1.31038 0.9897 0.9764 -1.0508
H -0.13353 0.24864 1.31859 1.1870 0.1042 0.1654

***

- The lowest charge belongs to which entry?
  C35H39BrHfN5O7Si2

***

- Among the records above, which one has the lowest charge?
  C35H39BrHfN5O7Si2